1.
Formula: C15H47N11O21Si2
Source: the Open Molecules 2025 dataset
Level of theory: ωB97M-V/def2-TZVPD

```
96
Properties=species:S:1:pos:R:3:mulliken_charge:R:1
N 4.627 -0.825 0.808 -0.448
C 4.185 -0.947 -0.583 -0.330
C 3.337 0.239 -1.115 0.242
C 3.097 1.368 -0.148 -1.549
C 2.035 1.084 0.885 -0.322
C 0.611 1.290 0.346 0.348
Si -0.541 -0.159 0.431 0.379
O -0.074 -1.439 -0.498 -0.061
Si 0.722 -2.748 0.111 0.522
H 5.523 -0.358 0.861 0.220
H 4.711 -1.734 1.251 0.173
H 5.037 -1.058 -1.243 0.309
H 3.621 -1.859 -0.679 -0.097
H 3.854 0.646 -1.973 0.041
H 2.381 -0.117 -1.484 0.155
H 4.016 1.655 0.339 0.482
H 2.760 2.232 -0.708 0.529
H 2.167 0.101 1.316 0.355
H 2.172 1.780 1.699 0.189
H 0.124 2.051 0.938 -0.008
H 0.653 1.635 -0.676 -0.165
H -0.798 -0.533 1.845 -0.167
H -1.832 0.314 -0.136 -0.294
H 1.615 -3.230 -0.944 -0.103
H 1.512 -2.430 1.313 -0.125
H -0.239 -3.829 0.433 -0.243
C 1.555 0.646 5.381 -0.796
N 0.393 1.051 4.541 0.876
O -0.611 0.372 4.594 -0.531
O 0.525 2.038 3.845 -0.434
H 1.281 -0.246 5.928 0.319
H 2.389 0.466 4.708 0.286
H 1.777 1.475 6.046 0.301
C -1.460 4.493 3.250 -0.519
N -1.756 5.733 4.023 0.963
O -2.853 6.248 3.887 -0.570
O -0.881 6.145 4.764 -0.570
H -2.326 4.252 2.647 0.204
H -0.588 4.689 2.635 0.302
H -1.243 3.709 3.963 0.216
C -5.245 1.253 0.951 -0.684
N -4.197 2.169 0.425 0.831
O -4.089 2.300 -0.780 -0.522
O -3.510 2.742 1.254 -0.468
H -5.783 0.822 0.116 0.316
H -4.744 0.493 1.542 0.280
H -5.892 1.848 1.582 0.209
C -6.061 3.917 4.728 -0.734
N -7.013 2.819 4.384 0.885
O -8.196 2.987 4.611 -0.512
O -6.532 1.813 3.888 -0.541
H -6.627 4.736 5.152 0.309
H -5.346 3.511 5.436 0.288
H -5.555 4.208 3.813 0.304
C -1.261 2.230 -3.213 -0.572
N -0.238 3.204 -3.689 0.954
O -0.125 3.380 -4.888 -0.565
O 0.430 3.755 -2.831 -0.544
H -1.767 1.812 -4.074 0.326
H -0.734 1.466 -2.650 0.050
H -1.951 2.762 -2.566 0.324
C 3.033 -6.286 2.017 -0.755
N 3.863 -5.052 1.924 0.862
O 3.372 -4.000 2.304 -0.473
O 4.978 -5.172 1.460 -0.519
H 2.072 -6.019 2.440 0.309
H 2.934 -6.678 1.010 0.271
H 3.570 -6.988 2.646 0.302
C 2.301 -4.572 -4.701 -0.558
N 3.177 -5.045 -3.592 0.954
O 2.840 -4.780 -2.452 -0.515
O 4.196 -5.644 -3.895 -0.547
H 1.454 -4.062 -4.262 0.269
H 2.892 -3.901 -5.310 0.102
H 2.000 -5.442 -5.276 0.301
C 6.768 -4.537 -5.886 -0.751
N 5.724 -3.776 -6.628 0.939
O 4.667 -4.338 -6.849 -0.508
O 5.997 -2.631 -6.958 -0.564
H 6.370 -5.517 -5.658 0.298
H 7.644 -4.588 -6.525 0.293
H 6.989 -3.978 -4.983 0.300
C 4.561 0.190 -5.636 -0.616
N 3.345 -0.664 -5.542 0.836
O 2.310 -0.257 -6.027 -0.548
O 3.478 -1.731 -4.963 -0.448
H 4.308 1.103 -6.158 0.300
H 4.885 0.386 -4.619 0.222
H 5.310 -0.389 -6.169 0.231
C -11.230 2.079 3.597 -0.660
N -12.363 2.518 2.732 0.865
O -13.421 1.923 2.829 -0.525
O -12.146 3.452 1.981 -0.525
H -11.567 1.248 4.204 0.314
H -10.414 1.792 2.944 0.256
H -10.937 2.926 4.207 0.275
```

Calculated values
- LUMO level (eV) = -0.312
- Kohn-Sham gap (eV) = 8.731
- HOMO (eV) = -9.04
- net charge = 0

2.
Formula: C3H2Cl2N2
Source: the Open Molecules 2025 dataset
Level of theory: ωB97M-V/def2-TZVPD

```
9
Properties=species:S:1:pos:R:3:nbo_charge:R:1
H -2.194 1.920 -0.013 0.371
N -1.253 1.647 -0.324 -0.536
C -1.041 0.432 -0.190 0.213
Cl -2.190 -0.672 0.562 -0.026
C 0.184 -0.259 -0.360 0.161
N 0.995 -0.848 -1.176 -0.248
C 1.424 -0.815 0.211 -0.103
Cl 2.733 0.282 0.591 -0.023
H 1.341 -1.687 0.701 0.193
```

Calculated values
- LUMO level (eV) = 0.032
- Kohn-Sham gap (eV) = 10.393
- structure (SMILES) = [H]/N=C(\Cl)C1=N[C@H]1Cl
- HOMO (eV) = -10.36
- net charge = 0

3.
Formula: C16H31F3O3P2PbS
Source: the Open Molecules 2025 dataset
Level of theory: ωB97M-V/def2-TZVPD

```
57
Properties=species:S:1:pos:R:3:nbo_charge:R:1
P 1.393 1.663 -1.701 1.547
P -2.197 0.749 -0.881 1.537
C -0.212 2.060 -2.496 -0.722
C -1.453 2.214 -1.596 -0.777
H -0.404 1.349 -3.315 0.270
H -0.021 3.027 -3.007 0.291
H -1.271 2.957 -0.806 0.263
H -2.257 2.616 -2.232 0.289
C -3.504 0.256 -2.063 -0.948
H -4.123 -0.557 -1.647 0.284
H -3.040 -0.101 -2.999 0.265
H -4.114 1.141 -2.289 0.261
C -3.011 1.191 0.673 -0.971
H -3.989 1.633 0.396 0.306
H -2.447 1.976 1.205 0.270
H -3.186 0.334 1.347 0.300
C 2.414 1.144 -3.135 -0.948
H 3.349 0.650 -2.821 0.278
H 2.666 2.025 -3.739 0.270
H 1.836 0.433 -3.746 0.261
C 2.105 3.259 -1.205 -0.971
H 1.323 3.930 -0.822 0.263
H 2.577 3.732 -2.073 0.286
H 2.856 3.112 -0.412 0.277
Pb -1.144 0.829 3.714 1.282
C -1.064 -0.754 -1.288 -0.543
C -0.041 -0.882 -2.316 -0.080
C 0.740 -2.139 -2.268 -0.495
C 1.872 -2.124 -1.161 -0.494
C 2.425 -0.792 -1.039 -0.038
C 1.772 0.399 -0.452 -0.607
C 0.595 0.124 0.560 -0.426
C -0.424 -0.937 0.162 -0.450
C 0.993 0.401 3.853 -1.208
H -1.770 -1.587 -1.424 0.278
H -0.254 -0.525 -3.346 0.197
H 1.289 -2.272 -3.214 0.248
H 0.114 -3.050 -2.162 0.255
H 1.579 -2.588 -0.204 0.237
H 2.687 -2.791 -1.487 0.260
H 3.449 -0.648 -1.394 0.207
H 2.532 0.922 0.157 0.287
H 0.105 1.076 0.873 0.181
H 1.062 -0.259 1.485 0.278
H 0.063 -1.919 0.239 0.259
H -1.218 -1.017 0.930 0.253
H 1.247 0.148 4.886 0.270
H 1.539 1.297 3.530 0.214
H 1.253 -0.457 3.221 0.231
F -0.047 -3.435 6.303 -0.292
C 0.102 -3.154 4.983 0.733
F 1.292 -2.521 4.806 -0.317
F 0.121 -4.305 4.266 -0.301
S -1.359 -2.141 4.381 2.297
O -0.957 -1.767 3.008 -1.031
O -2.494 -3.015 4.505 -0.863
O -1.348 -0.914 5.255 -0.997
```

Calculated values
- LUMO level (alpha / beta) (eV) = -6.566 / -7.115
- Kohn-Sham gap (alpha / beta) (eV) = 7.818 / 7.221
- HOMO (alpha / beta) (eV) = -14.38 / -14.34
- net charge = +2